This record from the OMol25 dataset describes an isolated molecule of C5H14N2O. The level of theory is ωB97M-V with the def2-TZVPD basis set.

Each line ends with the Löwdin charge.
Cartesian coordinates (Å):
C 0.01424 0.51962 1.23924  -0.10
N 0.01538 0.27021 -0.17455  -0.23
C -0.29998 -1.12033 -0.47566  -0.20
C -1.79356 -1.43622 -0.25926  -0.28
N -1.97828 -2.65995 0.50075  -0.01
C 1.21914 0.72234 -0.83182  -0.20
C 1.36330 2.24669 -0.81220  -0.22
O 2.33916 2.72265 0.12854  -0.09
H -0.84232 0.04174 1.70653  0.08
H 0.02091 1.58108 1.44834  0.08
H 0.87536 0.09616 1.80154  0.10
H -0.06493 -1.35848 -1.51334  0.11
H 0.27620 -1.82524 0.14105  0.12
H -2.29606 -1.60722 -1.20717  0.10
H -2.28657 -0.55141 0.15126  0.10
H -2.88237 -3.08660 0.40631  0.06
H -1.70185 -2.57805 1.46737  0.06
H 1.26952 0.32169 -1.84202  0.12
H 2.14042 0.32869 -0.37079  0.12
H 1.72874 2.62444 -1.76691  0.12
H 0.42356 2.66637 -0.57013  0.10
H 2.46001 2.08183 0.83292  0.06

**Frontier orbital gap**: 9.697 eV
**Total energy**: -10438.7205 eV
**Total charge**: 0
**E_LUMO**: 0.9598 eV
**Relative energy (zero: lowest compared OMol25 entry of this formula, charge and spin)**: 2.307 eV